1.
{
  "formula": "C24H47N7PS2SeSi4TeY",
  "method": "ωB97M-V with the def2-TZVPD basis set",
  "species": ["C", "N", "H", "C", "H", "H", "H", "C", "S", "P", "C", "H", "H", "H", "Si", "C", "C", "C", "C", "C", "C", "H", "H", "H", "N", "Se", "S", "H", "C", "Y", "N", "H", "H", "N", "H", "H", "H", "H", "Si", "H", "H", "H", "H", "C", "H", "C", "H", "H", "N", "Si", "C", "H", "C", "C", "C", "H", "H", "C", "C", "H", "Si", "C", "H", "H", "C", "H", "H", "H", "H", "H", "C", "H", "H", "N", "C", "C", "H", "H", "H", "H", "H", "H", "N", "H", "Te", "H", "H", "H"],
  "coordinates": [[-4.078, 2.666, 5.097], [-3.552, 1.309, 4.972], [0.655, 0.252, -4.980], [5.423, -0.494, -1.141], [2.099, -4.181, 0.153], [0.468, -3.768, -3.851], [-1.900, 0.211, 5.633], [1.497, -0.325, -5.371], [-1.006, -2.423, 3.059], [-2.071, 2.073, 2.768], [-5.314, 0.800, -1.971], [5.487, 0.187, -1.992], [4.006, -2.350, -5.117], [-4.971, 2.761, 4.475], [2.939, -0.305, -4.173], [-1.912, 3.536, 5.526], [0.584, 3.651, 0.321], [3.532, 1.460, -3.925], [4.148, -4.202, -2.292], [-4.559, 2.755, -3.142], [-0.766, 1.975, 4.080], [-6.475, 1.782, -3.463], [-2.588, 1.345, 6.814], [-2.452, -4.116, 3.802], [-3.156, 1.774, -1.449], [0.740, 3.387, -1.459], [0.120, -0.311, 1.360], [3.898, 1.518, 0.992], [-3.308, 0.947, 3.576], [-1.248, 1.627, -0.055], [-2.614, -0.207, 0.289], [-6.035, 0.019, -1.771], [3.431, 1.926, -0.666], [-3.126, 3.713, 4.729], [-1.175, 4.283, 5.227], [-4.362, 2.823, 6.139], [2.846, 2.030, -3.294], [-2.135, 4.487, 3.048], [3.689, -0.518, -0.401], [1.434, -5.249, -3.863], [6.143, -0.155, -0.391], [1.147, -1.345, -5.544], [-4.246, 0.980, 3.016], [3.265, 1.220, 0.151], [2.012, -3.811, -4.711], [3.708, -1.729, 1.027], [0.532, -3.869, -0.596], [-2.933, -0.075, 3.526], [-1.318, 2.207, 5.413], [2.296, -1.267, -2.135], [-1.282, -1.248, 1.781], [-3.396, -2.710, 3.244], [-2.548, -3.355, 3.029], [-5.548, 1.770, -2.905], [-3.797, -0.225, -0.312], [4.674, -3.924, -1.375], [0.001, 2.717, 3.855], [1.488, -4.158, -3.817], [-2.829, 3.681, 3.296], [5.731, -1.486, -1.478], [2.366, -3.602, -2.253], [1.508, -4.332, -0.754], [4.695, -0.886, -5.823], [4.100, -2.694, 0.693], [-4.096, 0.786, -1.254], [-4.692, 3.529, -3.883], [3.619, 1.976, -4.884], [4.513, 1.478, -3.446], [1.357, -5.407, -0.885], [4.179, -5.291, -2.376], [4.339, -1.335, -4.892], [5.186, -1.403, -4.205], [-2.684, -3.824, 2.057], [0.288, 3.623, 1.449], [-2.325, 1.208, 5.763], [-3.412, 2.710, -2.401], [4.362, -1.361, 1.822], [-2.174, 3.701, 6.573], [4.702, -3.782, -3.135], [-0.303, 0.988, 4.031], [2.225, 1.320, 0.466], [-4.524, -0.990, -0.067], [-2.462, -1.168, 1.253], [1.788, 0.104, -6.333], [-0.176, -0.822, -1.903], [-3.751, 3.852, 2.734], [2.716, -1.889, 1.449], [-2.635, 3.452, -2.555]],
  "gap_ev": [6.545, 4.432],
  "total_charge": 0,
  "e_above_lowest_kj_mol": 0.0,
  "e_homo_ev": [-7.35, -6.08]
}

=====

2.
{
  "formula": "C24H48AgO18",
  "method": "ωB97M-V with the def2-TZVPD basis set",
  "species": ["H", "H", "C", "H", "H", "C", "O", "O", "O", "C", "C", "C", "H", "H", "H", "O", "H", "O", "H", "C", "C", "H", "H", "C", "H", "H", "C", "H", "H", "H", "H", "H", "H", "H", "H", "H", "H", "C", "H", "H", "H", "O", "H", "H", "O", "H", "H", "O", "C", "H", "H", "C", "H", "H", "C", "C", "O", "H", "C", "C", "H", "C", "O", "C", "O", "C", "H", "H", "H", "H", "Ag", "O", "H", "O", "C", "H", "H", "O", "C", "O", "H", "C", "H", "O", "O", "C", "H", "O", "H", "H", "C"],
  "coordinates": [[-8.802, -16.875, -0.541], [-11.632, -16.086, -0.050], [-12.126, -17.084, -5.790], [-13.462, -11.226, 3.146], [-13.168, -12.639, -4.074], [-12.775, -19.598, -0.802], [-17.808, -13.666, -2.827], [-14.970, -12.619, 1.779], [-15.344, -17.252, 1.991], [-15.311, -16.098, 2.826], [-17.236, -13.748, 5.284], [-17.149, -10.530, -0.215], [-16.040, -14.507, -3.309], [-16.750, -13.549, -4.640], [-10.427, -15.999, 1.256], [-11.953, -14.235, -3.961], [-15.346, -15.136, 2.313], [-14.527, -18.307, 0.250], [-11.628, -9.222, 0.153], [-13.863, -18.459, -0.978], [-15.669, -12.492, 2.745], [-11.569, -12.263, -4.745], [-10.687, -16.110, -4.593], [-12.346, -10.041, 0.102], [-17.700, -11.837, 4.431], [-20.974, -12.424, 0.499], [-16.663, -13.649, -3.558], [-12.065, -10.795, 0.837], [-18.496, -14.113, 0.896], [-12.778, -17.948, -5.659], [-17.884, -9.279, -1.768], [-12.901, -16.365, -6.052], [-16.017, -12.802, -3.327], [-12.120, -10.402, -0.901], [-14.475, -9.976, 3.932], [-16.215, -13.539, 5.602], [-20.286, -12.650, 1.991], [-17.711, -12.881, 4.120], [-14.403, -16.200, 3.420], [-11.972, -19.212, -0.174], [-10.205, -17.088, -1.645], [-13.732, -9.622, 0.144], [-11.382, -17.136, -6.584], [-14.661, -18.744, -1.663], [-10.177, -12.494, -0.490], [-18.763, -13.018, 3.871], [-17.234, -10.774, -2.379], [-16.945, -13.093, 2.929], [-14.687, -10.359, -0.504], [-13.676, -11.286, 4.891], [-11.841, -12.419, -2.973], [-10.822, -13.603, -0.023], [-17.137, -11.600, -0.009], [-13.163, -20.503, -0.334], [-17.811, -10.346, -1.559], [-12.096, -12.805, -3.960], [-12.484, -16.340, -3.486], [-8.622, -11.637, -1.629], [-8.934, -12.595, -1.214], [-11.492, -16.831, -4.449], [-8.254, -13.110, -0.535], [-19.385, -13.786, 0.358], [-13.729, -14.616, -2.543], [-14.164, -11.021, 3.954], [-19.021, -13.704, -1.023], [-12.799, -15.009, -3.254], [-17.289, -14.784, 4.950], [-12.340, -19.937, -1.742], [-18.835, -10.715, -1.502], [-17.823, -10.047, 0.493], [-14.385, -13.734, -0.326], [-16.777, -14.016, -0.758], [-10.914, -17.649, -4.019], [-10.134, -14.750, -0.327], [-10.572, -15.970, 0.176], [-10.173, -17.973, -0.113], [-13.326, -17.573, -1.318], [-11.934, -13.496, 0.458], [-14.728, -17.102, 0.800], [-14.333, -16.062, 0.320], [-8.950, -13.332, -2.018], [-19.988, -12.552, 0.947], [-16.105, -16.132, 3.572], [-15.858, -9.983, -0.024], [-14.379, -11.232, -1.392], [-17.757, -13.746, -1.447], [-20.066, -14.624, 0.501], [-15.309, -11.892, 3.875], [-17.979, -13.612, 6.070], [-19.419, -11.626, 0.858], [-9.876, -17.047, -0.606]],
  "gap_ev": 10.757,
  "total_charge": 1,
  "e_above_lowest_kj_mol": 206.7,
  "e_homo_ev": -12.24
}

=====

3.
{
  "formula": "C24H48BInNO32S7",
  "method": "ωB97M-V with the def2-TZVPD basis set",
  "species": ["H", "H", "H", "C", "O", "O", "H", "H", "O", "C", "S", "C", "C", "H", "O", "H", "C", "H", "C", "H", "H", "C", "O", "C", "O", "O", "H", "O", "O", "C", "H", "H", "B", "O", "In", "O", "H", "O", "H", "O", "S", "H", "H", "C", "N", "C", "H", "C", "O", "H", "O", "H", "S", "O", "C", "H", "H", "H", "H", "H", "O", "H", "O", "H", "S", "H", "H", "H", "H", "H", "C", "H", "H", "H", "H", "O", "O", "H", "O", "C", "C", "O", "C", "H", "O", "O", "H", "H", "C", "O", "O", "S", "H", "S", "C", "O", "O", "C", "C", "C", "S", "H", "H", "O", "H", "O", "O", "H", "C", "H", "H", "O", "C", "H"],
  "coordinates": [[-0.874, -2.799, -0.033], [3.789, -3.883, 3.071], [1.743, -5.838, -2.708], [-2.861, 0.249, 2.396], [-0.971, 9.574, 0.413], [-1.929, -4.058, 9.485], [1.467, 9.042, -2.973], [-1.840, 6.085, 1.265], [-4.195, 2.582, 0.979], [2.140, 12.678, 2.627], [-0.902, -5.724, -1.053], [4.535, -8.472, -9.270], [-1.712, 4.687, -0.303], [-2.792, -7.118, 1.393], [-0.156, 8.727, -1.734], [2.175, -3.656, 2.353], [-0.481, -2.062, -0.738], [0.563, -2.269, -0.979], [-5.456, 3.437, -2.664], [-3.307, -7.188, -0.310], [-1.601, -8.943, -0.242], [-3.939, 1.320, 0.442], [5.008, 11.311, 1.188], [0.558, 10.878, -2.224], [7.324, -10.134, -10.520], [3.173, 12.868, 1.644], [-3.336, 1.031, 2.991], [-1.943, -5.708, 0.143], [-0.698, 11.046, -1.540], [-1.343, -3.259, 8.440], [3.532, -8.552, -9.691], [4.046, -9.997, -7.792], [-5.097, 6.052, 0.141], [-2.516, 9.411, -1.510], [-3.855, 4.177, -0.298], [2.188, -4.304, 4.315], [-0.126, 9.412, -3.680], [4.235, -7.586, -4.138], [-2.623, -0.295, -0.935], [-1.544, -5.330, -2.257], [3.609, 11.468, 1.019], [-1.103, -2.150, -1.635], [-1.406, -1.094, 8.191], [2.727, -2.111, 3.773], [-6.570, 3.360, -2.978], [-1.316, 5.779, 0.364], [3.518, -1.915, 4.498], [-1.432, -1.846, 8.975], [3.009, 11.310, -0.259], [-0.978, 4.111, -0.872], [2.819, 10.540, 2.038], [1.480, -4.787, -5.580], [3.222, -7.044, -4.969], [-2.851, -3.290, 11.612], [4.877, -9.666, -8.406], [0.649, 11.638, -2.996], [-6.259, 6.904, -1.220], [1.135, -0.932, 0.963], [-1.939, -3.383, 7.534], [1.362, 10.978, -1.498], [1.461, -2.026, 4.451], [-4.752, 0.609, 0.669], [-4.544, 6.978, 1.012], [-0.647, -1.642, 9.705], [1.048, -3.452, 5.030], [-2.662, -1.377, 0.441], [-0.473, 6.386, 0.029], [-1.948, -0.093, 2.891], [-0.324, -3.579, 8.252], [2.207, 13.462, 3.375], [2.416, 11.297, 3.188], [-1.846, 1.513, 0.935], [4.635, -7.531, -8.739], [-0.281, -1.276, 1.937], [5.746, -9.474, -7.776], [3.320, -5.459, -4.919], [0.299, -5.104, -0.621], [1.171, 12.723, 2.128], [-2.702, -1.803, 9.646], [-2.463, -7.029, 0.363], [-0.699, -0.671, -0.126], [-4.254, 3.509, -2.331], [-2.613, 0.733, 0.964], [2.765, -1.379, 2.972], [-4.350, -3.609, 9.681], [-0.679, -7.305, -1.109], [2.140, -3.924, -4.171], [-4.559, 7.864, 0.627], [-1.295, -7.936, 0.027], [5.214, -10.689, -9.362], [1.801, -7.185, -4.277], [-3.087, -3.243, 10.213], [-0.568, -7.975, 0.839], [5.913, -10.037, -10.637], [1.375, -5.919, -3.731], [5.249, -10.513, -11.798], [-6.330, 6.341, -0.442], [-2.205, -0.452, 0.066], [0.488, 9.471, -2.780], [2.778, -3.532, 3.254], [-1.219, 9.643, -0.982], [-0.313, 0.084, -0.820], [0.291, -5.857, -3.740], [5.489, -8.529, -10.345], [0.173, 0.403, 1.589], [3.103, -7.479, -6.319], [-0.215, -3.816, 4.500], [-3.867, 1.349, -0.659], [0.107, -0.602, 1.167], [1.542, 10.834, 3.634], [-3.534, -0.615, 2.359], [1.291, -3.476, 6.431], [2.022, -4.896, -4.639], [3.238, 11.308, 3.906]],
  "gap_ev": 6.120,
  "total_charge": -1,
  "e_homo_ev": -4.92
}